Version a
DFT (the ωB97M-V functional and the def2-TZVPD basis) results for C40H31F9N4O2PPtS as an isolated structure.

The geometry in XYZ format:
```
89
C40H31F9N4O2PPtS the ωB97M-V functional and the def2-TZVPD basis
Pt 1.64 0.94 0.52
C -1.73 5.21 1.17
N -1.03 4.13 0.48
C -1.03 3.89 -0.87
C -0.21 2.82 -1.07
N 0.28 2.42 0.15
C -0.24 3.22 1.06
H -2.43 5.66 0.47
H -1.03 5.96 1.52
H -2.29 4.80 2.01
H -1.59 4.49 -1.55
H 0.05 2.29 -1.97
H -0.05 3.17 2.12
F 1.11 -3.11 7.78
C 1.94 -2.18 7.30
F 1.95 -1.15 8.17
F 3.18 -2.70 7.28
C 1.53 -1.71 5.92
C 2.38 -0.85 5.24
C 2.03 -0.38 3.98
C 0.82 -0.78 3.42
C -0.03 -1.65 4.11
C 0.33 -2.11 5.37
P 0.31 -0.24 1.78
C -1.31 0.53 1.98
C -2.07 0.76 0.83
C -3.24 1.49 0.90
C -3.65 2.00 2.12
C -2.91 1.77 3.28
C -1.74 1.03 3.20
C -4.92 2.81 2.23
F -4.69 3.98 2.86
F -5.43 3.10 1.03
F -5.86 2.16 2.93
C 0.02 -1.74 0.81
C -1.24 -2.33 0.70
C -1.40 -3.48 -0.05
C -0.30 -4.05 -0.68
C 0.96 -3.49 -0.55
C 1.12 -2.34 0.19
C -0.50 -5.23 -1.59
F 0.60 -5.98 -1.71
F -1.51 -6.02 -1.21
F -0.80 -4.79 -2.85
H 3.32 -0.55 5.68
H 2.69 0.28 3.44
H -0.96 -1.97 3.67
H -0.32 -2.78 5.91
H -1.73 0.39 -0.14
H -3.82 1.68 0.01
H -3.25 2.17 4.23
H -1.16 0.86 4.10
H -2.10 -1.89 1.18
H -2.38 -3.94 -0.15
H 1.82 -3.95 -1.03
H 2.10 -1.89 0.28
S 5.94 0.54 0.46
C 4.43 0.25 0.84
N 3.31 0.00 1.17
C 1.05 1.43 -5.67
O 0.62 0.36 -4.83
C -0.53 0.51 -4.15
C -1.33 1.65 -4.17
C -2.54 1.67 -3.49
C -2.96 0.56 -2.77
C -2.16 -0.57 -2.73
C -0.94 -0.60 -3.39
N -0.23 -1.82 -3.43
C 1.06 -2.10 -3.48
C 2.20 -1.34 -3.23
C 3.44 -1.87 -3.72
C 4.61 -1.21 -3.55
C 4.61 0.02 -2.86
C 3.46 0.54 -2.33
C 2.21 -0.12 -2.45
O 1.18 0.28 -1.82
H 1.96 1.09 -6.15
H 1.27 2.32 -5.07
H 0.30 1.67 -6.42
H -1.03 2.51 -4.75
H -3.16 2.55 -3.54
H -3.92 0.56 -2.27
H -2.47 -1.45 -2.18
H -0.83 -2.63 -3.53
H 1.24 -3.13 -3.77
H 3.41 -2.82 -4.25
H 5.53 -1.62 -3.94
H 5.54 0.56 -2.71
H 3.49 1.49 -1.79
```

Results
HOMO energy   -0.3777 Ha
Charge   +1
Spin multiplicity   1



Version b
DFT (the ωB97M-V functional and the def2-TZVPD basis) results for C40H31F9N4O2PPtS as an isolated structure.

The geometry in XYZ format:
```
89
C40H31F9N4O2PPtS the ωB97M-V functional and the def2-TZVPD basis
Pt -0.50 0.55 -0.35
C -1.27 -0.21 5.06
N -1.34 -0.42 3.62
C -1.94 -1.47 2.98
C -1.76 -1.28 1.65
N -1.04 -0.12 1.48
C -0.80 0.37 2.69
H -2.28 -0.23 5.49
H -0.82 0.75 5.26
H -0.67 -1.00 5.52
H -2.45 -2.26 3.52
H -2.08 -1.86 0.81
H -0.25 1.27 2.91
F 5.58 -1.09 -5.14
C 5.80 -0.05 -4.32
F 7.03 -0.20 -3.80
F 5.81 1.06 -5.07
C 4.75 0.01 -3.23
C 4.66 -1.07 -2.36
C 3.71 -1.06 -1.36
C 2.85 0.03 -1.23
C 2.96 1.11 -2.10
C 3.91 1.10 -3.11
P 1.65 0.14 0.12
C 1.63 -1.48 0.95
C 1.17 -2.56 0.21
C 0.92 -3.78 0.82
C 1.12 -3.90 2.19
C 1.59 -2.83 2.93
C 1.85 -1.62 2.31
C 0.78 -5.19 2.90
F 1.70 -5.51 3.82
F 0.66 -6.22 2.06
F -0.40 -5.06 3.55
C 2.41 1.33 1.26
C 3.67 1.11 1.79
C 4.26 2.05 2.62
C 3.58 3.23 2.90
C 2.33 3.48 2.35
C 1.74 2.53 1.53
C 4.18 4.27 3.81
F 3.43 4.41 4.92
F 5.42 3.95 4.20
F 4.23 5.47 3.21
H 5.33 -1.91 -2.46
H 3.64 -1.90 -0.68
H 2.30 1.97 -2.00
H 3.99 1.93 -3.79
H 0.97 -2.45 -0.85
H 0.56 -4.62 0.25
H 1.77 -2.95 4.00
H 2.20 -0.79 2.90
H 4.21 0.20 1.56
H 5.24 1.88 3.03
H 1.82 4.41 2.56
H 0.77 2.72 1.08
S -0.05 1.66 -4.94
C -0.09 1.34 -3.36
N -0.14 1.09 -2.22
C -6.06 -0.70 -1.18
O -4.95 -0.43 -2.04
C -3.93 -1.31 -2.05
C -3.88 -2.48 -1.30
C -2.78 -3.32 -1.41
C -1.73 -3.01 -2.26
C -1.77 -1.84 -3.00
C -2.86 -0.99 -2.88
N -2.88 0.18 -3.69
C -3.21 1.42 -3.48
C -3.53 2.16 -2.31
C -4.16 3.41 -2.52
C -4.47 4.24 -1.49
C -4.10 3.86 -0.19
C -3.44 2.68 0.06
C -3.14 1.79 -0.99
O -2.52 0.66 -0.77
H -6.76 0.12 -1.34
H -5.74 -0.71 -0.14
H -6.53 -1.64 -1.44
H -4.70 -2.75 -0.65
H -2.76 -4.24 -0.83
H -0.89 -3.69 -2.36
H -0.96 -1.57 -3.67
H -2.51 0.02 -4.63
H -3.20 2.00 -4.39
H -4.42 3.69 -3.54
H -4.97 5.18 -1.66
H -4.33 4.53 0.64
H -3.14 2.40 1.06
```

Results
HOMO energy   -0.3924 Ha
Charge   +1
Spin multiplicity   1



Stability verdict: version b, ahead by 0.0591 hartree



Version a
DFT (the ωB97M-V functional and the def2-TZVPD basis) results for a 2-piece molecular cluster, C2H2ClN3O overall.

The geometry in XYZ format:
```
9
C2H2ClN3O the ωB97M-V functional and the def2-TZVPD basis
N -2.21 0.40 -1.04
C -1.35 0.68 -0.25
N -0.48 0.80 0.59
Cl 0.37 2.24 0.93
H -3.05 -0.04 -0.96
N 1.23 -1.20 0.68
C 1.99 -0.98 -0.22
O 2.55 -1.13 -1.25
H 0.95 -0.77 1.53
```

Results
SMILES   N=C=NCl.N=C=O
HOMO energy   -0.3613 Ha
Spin multiplicity   1



Version b
DFT (the ωB97M-V functional and the def2-TZVPD basis) results for a 2-piece molecular cluster, C2H2ClN3O overall.

The geometry in XYZ format:
```
9
C2H2ClN3O the ωB97M-V functional and the def2-TZVPD basis
N -1.49 -0.27 -0.98
C -0.92 0.70 -0.52
N -0.67 1.74 0.00
Cl -0.03 2.55 1.35
H -1.18 -0.67 -1.78
N 0.96 -1.36 1.07
C 1.09 -0.89 0.00
O 1.03 -0.65 -1.14
H 1.20 -1.14 2.01
```

Results
SMILES   N=C=NCl.N=C=O
HOMO energy   -0.3559 Ha
Spin multiplicity   1



Stability verdict: version a, ahead by 0.0115 hartree



Version a
DFT (the ωB97M-V functional and the def2-TZVPD basis) results for a 2-piece molecular cluster, C4H9N2O overall.

The geometry in XYZ format:
```
16
C4H9N2O the ωB97M-V functional and the def2-TZVPD basis
C 1.15 1.12 0.63
C 1.64 1.70 -0.41
C 1.02 0.55 1.79
C -1.07 -0.17 -0.29
N -0.39 -0.74 -1.29
N -1.77 -0.79 0.62
O -0.28 -2.14 -1.13
H 2.52 2.25 -0.58
H 0.94 1.70 -1.23
H 0.60 1.11 2.68
H 0.94 -0.53 1.89
H -1.19 0.87 -0.28
H 0.29 -0.35 -1.91
H -2.51 -0.25 0.99
H -1.85 -1.79 0.50
H -0.06 -2.54 -1.97
```

Results
HOMO energy (spin up / spin down)   -0.3474 / -0.5255 Ha
Charge   +1
Spin multiplicity   3
<S²>   2.0097



Version b
DFT (the ωB97M-V functional and the def2-TZVPD basis) results for a 2-piece molecular cluster, C4H9N2O overall.

The geometry in XYZ format:
```
16
C4H9N2O the ωB97M-V functional and the def2-TZVPD basis
C 0.30 -1.65 -1.53
C 0.05 -2.36 -0.24
C -1.19 2.55 0.79
C 1.24 -0.16 0.35
N 0.66 -1.09 -0.28
N -0.76 1.28 0.34
O -1.52 0.52 -0.21
H 1.11 -1.97 -2.18
H -0.53 -1.20 -2.05
H -0.96 -2.42 0.14
H 0.68 -3.19 0.05
H -2.24 2.77 0.55
H -0.51 3.29 0.37
H -1.02 2.58 1.87
H 1.70 0.66 -0.18
H 1.33 -0.22 1.43
```

Results
HOMO energy (spin up / spin down)   -0.4535 / -0.5998 Ha
Charge   +1
Spin multiplicity   3
<S²>   2.0071



Stability verdict: version b, ahead by 0.0879 hartree



Version a
DFT (the ωB97M-V functional and the def2-TZVPD basis) results for a 2-piece molecular cluster, C3H10N3S overall.

The geometry in XYZ format:
```
17
C3H10N3S the ωB97M-V functional and the def2-TZVPD basis
C -1.04 1.48 -0.50
C -0.68 0.18 -1.21
C -1.54 1.12 0.85
N -1.62 0.00 1.39
N 0.12 -2.12 -0.12
N 2.15 -0.53 0.73
S -1.26 -1.25 -0.22
H -0.14 2.10 -0.36
H -1.67 2.16 -1.10
H -1.17 0.08 -2.17
H 0.40 0.16 -1.35
H -1.85 1.98 1.41
H 0.11 -3.06 0.36
H 1.00 -1.41 0.20
H 1.72 0.43 0.72
H 2.60 -0.67 -0.14
H 2.89 -0.65 1.51
```

Results
HOMO energy   -0.5085 Ha
Charge   +1
Spin multiplicity   1



Version b
DFT (the ωB97M-V functional and the def2-TZVPD basis) results for a 2-piece molecular cluster, C3H10N3S overall.

The geometry in XYZ format:
```
17
C3H10N3S the ωB97M-V functional and the def2-TZVPD basis
C -0.96 1.41 -0.74
C -1.41 0.18 -1.57
C -1.17 1.17 0.72
N -1.47 0.03 1.19
N 0.20 -1.56 -0.23
N 2.45 -0.56 1.24
S -1.33 -1.27 -0.34
H 0.02 1.53 -1.07
H -1.57 2.27 -1.13
H -2.48 0.29 -1.80
H -0.81 -0.18 -2.41
H -1.02 1.95 1.37
H 0.31 -2.52 -0.31
H 0.91 -0.99 0.33
H 2.45 -1.43 1.86
H 2.46 0.26 1.84
H 3.42 -0.58 1.05
```

Results
HOMO energy   -0.5346 Ha
Charge   +1
Spin multiplicity   1



Stability verdict: version b, ahead by 0.0049 hartree



Version a
DFT (the ωB97M-V functional and the def2-TZVPD basis) results for C3H10N3S as an isolated structure.

The geometry in XYZ format:
```
17
C3H10N3S the ωB97M-V functional and the def2-TZVPD basis
C 0.22 1.34 1.01
C 0.88 1.05 -0.26
C -0.29 -2.57 -0.76
N -0.16 -1.76 0.03
N -0.47 -3.59 -1.58
N -0.70 0.30 1.45
S -0.45 0.87 -1.63
H 0.96 1.51 1.87
H -0.34 2.32 1.13
H 1.62 1.88 -0.29
H 1.28 0.03 -0.18
H -0.41 -0.76 0.81
H -0.49 0.07 2.41
H 0.00 -4.46 -1.49
H -1.39 -3.71 -1.88
H -1.72 0.32 1.13
H -0.67 2.06 -2.20
```

Results
HOMO energy   -0.4724 Ha
Charge   +1
Spin multiplicity   1



Version b
DFT (the ωB97M-V functional and the def2-TZVPD basis) results for an isolated ion of composition C3H10N3S and charge +1.

The geometry in XYZ format:
```
17
C3H10N3S the ωB97M-V functional and the def2-TZVPD basis
C -0.63 -1.31 -0.04
C 0.58 -1.18 -0.95
C -0.53 -0.31 1.09
N 0.79 -0.05 1.41
N 1.48 1.35 -0.74
N -1.28 1.04 0.59
S 1.74 -0.17 0.16
H -1.62 -1.36 -0.42
H -0.46 -2.28 0.34
H 0.98 -2.14 -1.02
H 0.39 -0.64 -1.85
H -1.07 -0.45 1.93
H 2.03 1.47 -1.57
H 1.73 2.03 -0.10
H -2.31 1.01 0.73
H -1.11 1.18 -0.48
H -0.71 1.83 0.93
```

Results
HOMO energy   -0.5072 Ha
Charge   +1
Spin multiplicity   1



Stability verdict: version a, ahead by 0.0218 hartree



Version a
DFT (the ωB97M-V functional and the def2-TZVPD basis) results for one molecule with the formula C23H33N3O4.

The geometry in XYZ format:
```
63
C23H33N3O4 the ωB97M-V functional and the def2-TZVPD basis
C 2.65 2.53 0.25
C 1.33 2.15 0.90
C 0.77 0.82 0.39
C 0.29 0.91 -1.06
C -0.36 0.33 1.33
N -0.93 -0.90 0.82
C -0.97 -2.03 1.55
O -0.48 -2.13 2.66
C -1.53 -3.26 0.83
C -2.62 -2.97 -0.21
C -1.84 -2.66 -1.48
O -2.26 -2.09 -2.46
N -0.57 -3.13 -1.31
C 0.48 -2.93 -2.23
C 0.24 -3.04 -3.59
C 1.25 -2.80 -4.51
C 2.53 -2.45 -4.07
O 3.59 -2.20 -4.87
C 3.42 -2.29 -6.27
C 2.76 -2.34 -2.70
C 1.75 -2.57 -1.79
C -0.40 -3.82 -0.05
C -1.51 1.34 1.42
O -2.30 1.42 0.49
N -1.65 2.09 2.53
C -0.88 2.07 3.75
C -0.32 3.46 4.06
C -1.45 4.49 4.13
C -2.25 4.45 2.84
C -2.76 3.03 2.59
H 2.54 2.71 -0.82
H 3.04 3.44 0.70
H 3.39 1.74 0.39
H 0.59 2.94 0.72
H 1.49 2.07 1.97
H 1.57 0.07 0.44
H 0.09 -0.07 -1.48
H 1.06 1.37 -1.68
H -0.61 1.51 -1.13
H 0.06 0.08 2.30
H -1.47 -0.80 -0.03
H -1.84 -3.97 1.59
H -3.23 -3.86 -0.38
H -3.28 -2.15 0.06
H -0.74 -3.30 -3.95
H 1.03 -2.89 -5.56
H 4.39 -2.04 -6.70
H 2.67 -1.57 -6.62
H 3.13 -3.30 -6.58
H 3.75 -2.06 -2.37
H 1.95 -2.45 -0.74
H -0.52 -4.90 -0.20
H 0.59 -3.64 0.38
H -0.07 1.35 3.70
H -1.55 1.77 4.57
H 0.23 3.43 5.00
H 0.38 3.75 3.27
H -1.04 5.48 4.29
H -2.10 4.25 4.98
H -3.10 5.13 2.89
H -1.62 4.75 2.00
H -3.30 2.96 1.65
H -3.43 2.73 3.40
```

Results
SMILES   CC[C@H](C)[C@H](NC(=O)[C@H]1CC(=O)N(c2ccc(OC)cc2)C1)C(=O)N1CCCCC1
HOMO energy   -0.2984 Ha
Spin multiplicity   1



Version b
DFT (the ωB97M-V functional and the def2-TZVPD basis) results for one molecule with the formula C23H33N3O4.

The geometry in XYZ format:
```
63
C23H33N3O4 the ωB97M-V functional and the def2-TZVPD basis
C 4.30 1.92 2.92
C 2.88 2.48 2.95
C 2.02 2.00 1.78
C 1.84 0.48 1.70
C 1.21 -0.13 2.96
C 1.10 -1.63 2.79
O 2.00 -2.37 3.15
N -0.02 -2.14 2.21
C -1.13 -1.42 1.62
C -1.13 -1.64 0.11
N -1.22 -3.06 -0.16
C -1.60 -3.44 -1.50
C -0.55 -3.24 -2.63
N -0.16 -1.86 -2.78
C -0.95 -0.92 -3.25
C -0.71 0.44 -3.12
C 0.42 0.91 -2.36
O 1.25 0.15 -1.87
C 0.54 2.40 -2.15
C -0.83 3.07 -2.08
C -1.59 2.55 -0.90
C -2.69 1.74 -0.79
C -2.92 1.58 0.60
C -1.95 2.29 1.22
O -1.14 2.89 0.33
C -1.57 2.81 -3.39
C -1.71 1.33 -3.70
O -2.63 0.92 -4.39
C -0.09 -3.77 0.40
C -0.09 -3.56 1.92
H 4.30 0.85 3.08
H 4.90 2.38 3.70
H 4.77 2.12 1.96
H 2.41 2.23 3.90
H 2.93 3.58 2.89
H 2.47 2.33 0.85
H 1.03 2.47 1.86
H 1.22 0.26 0.83
H 2.81 0.00 1.53
H 0.25 0.33 3.18
H 1.87 0.03 3.81
H -2.06 -1.82 2.04
H -1.07 -0.36 1.83
H -0.20 -1.20 -0.30
H -1.98 -1.13 -0.34
H -1.86 -4.50 -1.48
H -2.49 -2.87 -1.76
H 0.35 -3.82 -2.41
H -0.99 -3.60 -3.56
H 0.67 -1.50 -2.29
H -1.86 -1.23 -3.76
H 1.12 2.58 -1.24
H 1.11 2.81 -3.00
H -0.69 4.15 -1.95
H -3.27 1.32 -1.59
H -3.70 1.01 1.06
H -1.74 2.47 2.26
H -2.57 3.26 -3.39
H -1.02 3.26 -4.22
H 0.87 -3.41 0.00
H -0.19 -4.83 0.18
H -1.01 -3.97 2.35
H 0.78 -4.04 2.38
```

Results
SMILES   CCCCCC(=O)N1CCN(CCNC=C2C(=O)CC(c3ccco3)CC2=O)CC1
HOMO energy   -0.3068 Ha
Spin multiplicity   1



Stability verdict: version a, ahead by 0.0475 hartree